No. 1
{
  "formula": "C32H34CdF3I2N3O4S2Se2",
  "method": "ωB97M-V/def2-TZVPD",
  "species": ["I", "I", "Cd", "Se", "Se", "S", "S", "F", "F", "F", "O", "O", "O", "O", "N", "N", "N", "C", "C", "C", "C", "C", "C", "C", "C", "C", "C", "C", "C", "C", "C", "C", "C", "C", "C", "C", "C", "C", "C", "C", "C", "C", "C", "C", "C", "C", "C", "C", "C", "H", "H", "H", "H", "H", "H", "H", "H", "H", "H", "H", "H", "H", "H", "H", "H", "H", "H", "H", "H", "H", "H", "H", "H", "H", "H", "H", "H", "H", "H", "H", "H", "H", "H"],
  "coordinates": [[1.07, -3.80, 5.32], [6.88, -2.36, 4.91], [-0.04, -0.32, 1.59], [-0.53, 2.36, 2.13], [1.83, 2.29, -2.08], [-1.68, -2.32, 1.07], [0.35, -1.64, -1.82], [-4.76, -3.74, 1.08], [-4.11, -3.90, -0.98], [-6.06, -3.15, -0.48], [0.58, -0.66, -0.72], [-2.20, 3.86, -0.09], [1.05, 6.42, 0.09], [0.98, -0.91, 3.70], [2.45, 0.44, 1.43], [2.17, -2.30, 1.26], [-2.66, 0.02, 0.45], [0.19, 4.13, -0.34], [2.17, -1.22, 3.99], [-2.69, 0.59, -3.19], [4.11, -2.61, -0.06], [-3.64, -0.37, -3.60], [-4.95, -0.06, -4.29], [-1.22, -1.19, -2.58], [-4.76, -3.09, -0.10], [-5.21, -0.71, -0.38], [3.86, -2.67, 5.09], [-1.09, 3.50, -0.90], [-1.42, 0.16, -2.73], [-4.87, 0.59, -0.24], [1.40, -0.99, -3.04], [4.56, -0.70, 3.89], [2.89, 0.82, 2.77], [1.32, 4.12, -1.39], [2.54, -2.38, 4.75], [4.88, -1.87, 4.63], [-2.97, -1.32, 0.45], [-4.23, -1.68, -0.06], [0.69, 3.43, 0.97], [3.25, -0.35, 3.62], [-2.17, -2.17, -2.88], [-3.57, 0.92, 0.10], [1.86, -3.59, 1.19], [3.43, -0.30, 0.63], [-3.39, -1.71, -3.36], [3.25, -1.79, 0.67], [2.73, -4.48, 0.52], [3.86, -3.97, -0.12], [-0.12, 5.62, -0.03], [1.33, 0.11, -3.14], [-0.99, 2.41, -0.85], [-2.85, 1.64, -3.43], [1.11, -1.43, -4.05], [-2.00, 3.52, 0.80], [3.77, 1.47, 2.72], [5.30, -0.10, 3.48], [2.17, 1.28, 0.90], [-4.88, 0.95, -4.69], [4.11, -3.57, 5.64], [-3.28, 1.93, 0.08], [2.19, 4.60, -0.94], [-4.14, -2.43, -3.67], [-1.90, -3.18, -2.70], [-5.75, 0.01, -3.52], [0.92, -3.84, 1.67], [2.53, -5.56, 0.54], [4.56, -4.60, -0.62], [4.93, -2.21, -0.58], [-0.64, 0.89, -2.47], [-6.23, -1.01, -0.67], [0.95, 4.72, -2.23], [-5.55, 1.45, -0.43], [4.43, -0.02, 1.03], [-1.26, 3.77, -1.94], [3.32, 0.04, -0.40], [-0.82, 5.68, 0.79], [1.10, 4.16, 1.69], [-0.71, 6.09, -0.87], [2.04, 1.36, 3.21], [2.40, -1.29, -2.70], [1.48, 6.11, 0.91], [-5.19, -0.74, -5.03], [1.53, 2.83, 0.64]],
  "mulliken_charge": [-0.040, -0.037, 2.005, -0.550, -0.389, -0.655, 0.375, -0.269, -0.235, -0.344, -0.221, -0.689, -0.571, -0.954, 0.717, 0.569, -0.028, 2.078, 0.448, -0.660, -0.997, 0.731, -1.611, 1.120, 0.645, -0.419, -0.303, -0.870, -0.199, -1.046, -0.779, -0.446, -0.978, -1.874, -0.396, -0.369, -0.062, 0.411, -0.848, 0.330, -0.883, -0.272, -0.442, -1.376, -0.471, 0.709, -0.893, -0.446, -1.241, -0.059, -0.026, 0.358, 0.387, 0.237, 0.454, 0.453, -0.404, 0.379, 0.308, 0.638, 0.479, 0.302, 0.459, 0.257, 0.391, 0.392, 0.447, 0.601, -0.405, 0.406, 0.518, 0.369, 0.431, 0.723, 0.378, 0.336, 0.004, 0.414, 0.251, 0.255, 0.379, 0.460, 0.157],
  "e_tot_ha": -8367.08709,
  "charge": -2,
  "lumo_energy_ev": 3.46,
  "homo_energy_ev": -1.57
}

---

No. 2
{
  "formula": "C15H22Cl15N2O2S",
  "method": "ωB97M-V/def2-TZVPD",
  "species": ["Cl", "Cl", "Cl", "Cl", "Cl", "Cl", "Cl", "Cl", "Cl", "Cl", "Cl", "Cl", "Cl", "Cl", "Cl", "S", "O", "O", "N", "N", "C", "C", "C", "C", "C", "C", "C", "C", "C", "C", "C", "C", "C", "C", "C", "H", "H", "H", "H", "H", "H", "H", "H", "H", "H", "H", "H", "H", "H", "H", "H", "H", "H", "H", "H", "H", "H"],
  "coordinates": [[0.05, 2.40, -7.61], [3.59, 0.39, -2.80], [-0.52, 3.10, 7.92], [-1.23, 4.08, 5.27], [5.02, -2.88, 3.21], [2.31, -3.94, 3.35], [0.27, -0.39, -6.83], [8.51, -0.52, 3.51], [2.77, -1.09, 3.72], [8.70, -3.31, 4.31], [4.90, 0.37, -0.20], [10.25, -1.29, 5.71], [0.16, 1.54, 5.56], [2.98, -1.70, -0.88], [1.85, 1.63, -5.45], [-2.37, 0.64, 3.36], [-2.94, -2.47, 0.83], [-1.18, -0.07, -3.07], [-1.93, 0.58, -2.21], [-3.85, -0.28, 1.02], [-4.44, 1.18, -1.81], [-3.33, 0.06, -2.17], [-3.55, -1.24, -1.27], [0.29, 0.88, -1.13], [-1.44, -0.60, 0.06], [0.31, 1.28, -6.26], [8.73, -1.64, 4.87], [-2.94, -1.16, 0.21], [3.31, -2.55, 2.88], [-1.02, 2.65, 6.28], [-3.68, -0.39, -3.69], [-1.73, 2.07, -0.08], [-1.30, 0.71, -0.87], [-3.36, -0.04, 2.20], [4.23, -0.62, -1.50], [-0.91, 2.31, 0.70], [-4.39, 1.55, -0.74], [0.79, -0.11, -1.43], [-0.89, -0.45, 1.06], [0.48, 1.73, -1.87], [-0.85, -1.43, -0.48], [3.19, -2.39, 1.82], [-4.69, -1.41, -1.20], [-0.49, 1.42, -5.54], [-4.47, 2.03, -2.58], [-1.75, 2.90, -0.86], [-5.45, 0.64, -1.91], [7.91, -1.49, 5.57], [0.74, 1.22, -0.13], [-2.70, 1.96, 0.50], [-3.19, -1.38, -3.97], [-3.07, -2.17, -1.76], [-1.98, 2.13, 6.35], [-2.39, -3.04, 0.24], [-4.81, -0.61, -3.68], [5.04, -1.23, -1.91], [-3.47, 0.44, -4.45]],
  "mulliken_charge": [-0.138, -0.049, -0.131, -0.107, -0.075, -0.136, -0.139, -0.104, -0.085, -0.121, -0.119, -0.129, -0.063, -0.113, -0.115, -0.086, -0.583, -0.590, 0.723, -0.599, -1.292, 0.960, -1.311, -1.167, -1.275, 0.348, 0.050, 1.030, 0.536, -0.004, -1.357, -1.414, 1.176, 0.311, -0.104, 0.319, 0.254, 0.126, 0.313, 0.345, 0.373, -0.212, 0.313, 0.029, 0.322, 0.323, 0.383, 0.296, 0.372, 0.242, 0.285, 0.346, 0.294, 0.460, 0.372, 0.379, 0.338],
  "e_tot_ha": -8145.62284,
  "charge": 0,
  "multiplicity": 2,
  "lumo_energy_ev": [-0.51, -0.54],
  "s_squared": 0.754,
  "homo_energy_ev": [-9.09, -9.74]
}

---

No. 3
{
  "formula": "C32H39Br2EuN9S",
  "method": "ωB97M-V/def2-TZVPD",
  "species": ["Eu", "Br", "Br", "S", "N", "N", "N", "N", "N", "N", "N", "N", "N", "C", "C", "C", "C", "C", "C", "C", "C", "C", "C", "C", "C", "C", "C", "C", "C", "C", "C", "C", "C", "C", "C", "C", "C", "C", "C", "C", "C", "C", "C", "C", "C", "H", "H", "H", "H", "H", "H", "H", "H", "H", "H", "H", "H", "H", "H", "H", "H", "H", "H", "H", "H", "H", "H", "H", "H", "H", "H", "H", "H", "H", "H", "H", "H", "H", "H", "H", "H", "H", "H", "H"],
  "coordinates": [[-0.56, -0.21, -0.09], [1.75, 3.89, -5.59], [0.60, -3.64, -6.37], [1.61, 2.15, 1.61], [3.87, 0.19, 1.63], [1.42, -1.99, 0.15], [-1.31, -1.92, 1.71], [1.59, 0.52, 1.12], [0.64, 1.14, -1.99], [-0.45, -1.33, -2.47], [-2.12, 1.75, -0.63], [-2.99, -1.03, -0.80], [-1.26, 0.95, 2.20], [2.17, -4.28, 0.15], [1.34, 2.79, -4.14], [-0.86, -2.59, -2.68], [-1.04, -0.05, 3.28], [3.43, -2.62, 1.29], [-3.88, -1.39, 0.33], [1.29, -3.27, -0.20], [5.57, 1.82, 2.19], [0.25, -0.74, -3.45], [0.59, -1.42, -4.62], [-3.58, 0.05, -1.63], [3.67, 3.85, 2.13], [2.66, -0.24, 1.23], [-2.58, 1.60, 2.32], [3.31, 2.54, 1.89], [-2.12, -3.08, 1.27], [5.00, 4.14, 2.41], [-3.52, 1.40, -0.94], [1.03, 2.42, -1.82], [3.26, -3.94, 0.93], [-0.61, -3.32, -3.82], [-3.58, -2.76, 0.94], [1.40, 3.27, -2.84], [-1.77, -1.35, 3.00], [-2.00, 2.99, 0.19], [4.24, 1.52, 1.91], [2.51, -1.66, 0.88], [0.64, 0.68, -3.25], [-2.67, 2.92, 1.56], [5.94, 3.13, 2.45], [0.16, -2.72, -4.81], [0.95, 1.47, -4.34], [-4.63, -0.17, -1.86], [6.97, 3.35, 2.67], [-2.81, 1.80, 3.37], [-2.99, -1.85, -1.41], [-2.84, -1.17, 2.95], [0.43, -3.51, -0.82], [-1.70, 1.99, -1.52], [-0.58, 1.69, 2.38], [0.88, 1.09, -5.35], [-1.37, 0.34, 4.24], [-3.98, 2.15, -1.59], [-4.10, 1.38, -0.02], [5.29, 5.17, 2.61], [-4.93, -1.40, 0.01], [-1.60, -2.04, 3.82], [-3.03, 0.09, -2.57], [-3.95, -3.54, 0.27], [0.04, -0.24, 3.35], [-4.19, -2.83, 1.85], [-1.43, -3.05, -1.88], [-0.38, -2.31, 1.90], [6.31, 1.03, 2.21], [-3.35, 0.91, 1.97], [-0.98, -4.33, -3.93], [1.20, -0.95, -5.37], [3.97, -4.69, 1.25], [-2.11, -3.87, 2.03], [-3.73, 3.18, 1.47], [1.06, 2.78, -0.80], [-0.93, 3.17, 0.32], [2.92, 4.63, 2.12], [4.26, -2.35, 1.93], [4.63, -0.47, 1.59], [2.00, -5.29, -0.18], [-2.41, 3.84, -0.35], [-2.22, 3.71, 2.17], [-3.80, -0.62, 1.09], [-1.62, -3.49, 0.38], [1.71, 4.28, -2.62]],
  "mulliken_charge": [1.413, -0.050, -0.041, -0.106, 0.058, 0.341, -0.080, 0.135, 0.412, 0.961, -0.028, 0.111, 0.235, -1.347, -0.320, -0.561, -0.980, -1.189, -0.072, 0.140, -0.805, 0.516, -0.774, -1.147, -0.672, 0.610, -0.409, 1.172, -0.455, -0.778, -0.810, 0.138, -0.673, -1.224, -1.304, -1.299, -0.772, -0.382, -0.530, 0.726, 0.910, -1.272, -0.680, -0.528, -1.065, 0.579, 0.422, 0.539, 0.290, 0.481, 0.436, 0.381, 0.082, 0.545, 0.592, 0.458, 0.489, 0.439, 0.549, 0.434, 0.314, 0.359, 0.204, 0.444, 0.555, 0.372, 0.456, 0.160, 0.546, 0.562, 0.479, 0.480, 0.397, 0.353, 0.085, 0.485, 0.543, 0.167, 0.517, 0.528, 0.389, -0.284, 0.143, 0.508],
  "e_tot_ha": -7991.44313,
  "charge": 3,
  "multiplicity": 7,
  "lumo_energy_ev": [-9.23, -8.34],
  "s_squared": 12.016,
  "homo_energy_ev": [-15.07, -15.07]
}

---

No. 4
{
  "formula": "C4H13BN2",
  "method": "ωB97M-V/def2-TZVPD",
  "species": ["N", "N", "C", "C", "C", "C", "B", "H", "H", "H", "H", "H", "H", "H", "H", "H", "H", "H", "H", "H"],
  "coordinates": [[-0.42, 0.43, -1.10], [0.14, -0.57, 1.21], [-0.86, 1.73, -1.60], [-0.29, -1.49, 2.24], [0.34, -0.31, -2.06], [1.31, 0.28, 1.40], [-0.75, -0.33, 0.12], [-0.69, -2.41, 1.79], [-1.36, 2.28, -0.80], [0.53, -1.68, 2.92], [-1.59, 1.58, -2.42], [2.07, 0.04, 0.70], [1.37, -0.47, -1.64], [0.42, 0.21, -3.03], [-1.81, -0.83, 0.16], [1.76, 0.26, 2.36], [-0.02, 2.33, -1.95], [1.03, 1.30, 1.13], [-1.09, -1.06, 2.81], [-0.10, -1.29, -2.22]],
  "mulliken_charge": [0.056, 0.057, -1.084, -0.860, -1.026, -0.884, 0.129, 0.279, 0.362, 0.321, 0.347, 0.272, 0.240, 0.331, -0.140, 0.351, 0.332, 0.309, 0.301, 0.306],
  "e_tot_ha": -294.56168,
  "charge": 0,
  "lumo_energy_ev": 0.82,
  "smiles": "CN(C)BN(C)C",
  "homo_energy_ev": -7.59
}